# C2H3FO2

C2H3FO2 in the gas phase in a non-equilibrium geometry (ωB97M-V/def2-TZVPD, the OMol25 dataset).

As for the total energy: -328.14878 Ha. As for the LUMO energy (alpha / beta): 0.8 / -3.8 eV. The calculation puts the molar mass at 78.0 g/mol. For the energy relative to the best compared isomer or geometry (same formula, charge and spin), the calculation gives 0.0 kJ/mol. As for the expectation value of S²: 2.006.

ORCA input file:
```
! wB97M-V def2-TZVPD RIJCOSX def2/J DEFGRID3
* xyz 0 3
C 0.90861 0.00489 0.07593
C -0.49251 -0.40787 0.04584
O 1.32608 1.19183 0.20084
O -1.23891 0.75259 0.23647
F 1.79867 -0.97633 -0.00373
H -0.84315 -0.72981 -1.04240
H -0.63707 -1.21859 0.73821
H -0.82171 1.38330 -0.25117
*
```

List of Löwdin charges in e, atom by atom: -0.480 -0.201 0.274 -0.009 0.107 0.159 0.124 0.027

# C2H3FS2

C2H3FS2 in the gas phase in a non-equilibrium geometry (ωB97M-V/def2-TZVPD, the OMol25 dataset).

As for the total energy: -974.16566 Ha. As for the LUMO energy: -0.9 eV. The calculation puts the molar mass at 110.2 g/mol. For the energy relative to the best compared isomer or geometry (same formula, charge and spin), the calculation gives 140.6 kJ/mol. As for the structure (SMILES): C=CSSF.

ORCA input file:
```
! wB97M-V def2-TZVPD RIJCOSX def2/J DEFGRID3
* xyz 0 1
C -0.88303 -0.51591 -0.21638
C -0.67960 0.76184 0.07904
S 0.77879 1.68363 0.28337
S 2.25993 0.12794 -0.58937
F 1.87681 -1.04945 0.52251
H -1.76591 -1.10933 -0.04177
H -0.03493 -1.24864 -0.31983
H -1.55206 1.34993 0.28242
*
```

List of Löwdin charges in e, atom by atom: -0.096 -0.657 0.585 0.602 -0.572 0.054 0.038 0.045